(1)
Below is a 2-piece molecular cluster, CH3ClN2O2 overall at a distorted geometry, with properties calculated with ωB97M-V/def2-TZVPD.

The strongest force on any atom comes out at 3.84 eV/A. The net charge is 0. The calculation puts the HOMO-LUMO gap (spin up / spin down) at 7.925 / 8.056 eV. The LUMO energy (spin up / spin down) comes out at -0.066 / -0.053 Ha.

CARTESIAN COORDINATES (ANGSTROEM)
1 C -0.81 0.57 0.10
2 N 0.07 -1.51 -0.51
3 N 0.45 1.04 0.14
4 O 1.26 0.60 1.01
5 O 0.88 1.68 -0.83
6 Cl 1.56 -1.64 -0.02
7 H -1.37 0.98 -0.76
8 H -1.40 0.44 1.01
9 H -0.64 -2.16 -0.12



(2)
Below is C6H13BrGaO2Pd as an isolated structure at a distorted geometry, with properties calculated with ωB97M-V/def2-TZVPD.

The strongest force on any atom comes out at 5.18 eV/A. The net charge is +1. The calculation puts the HOMO-LUMO gap at 3.963 eV. The LUMO energy comes out at -0.330 Ha.

CARTESIAN COORDINATES (ANGSTROEM)
1 C 3.46 -0.23 0.18
2 C 2.54 0.96 0.12
3 O 2.49 1.58 -0.84
4 O 1.82 1.33 1.22
5 C 0.48 0.88 1.16
6 C -0.40 1.66 0.16
7 C -1.26 0.76 -0.73
8 C -2.20 -0.14 0.06
9 Ga -1.54 -2.19 -0.05
10 Br -1.77 -2.93 -2.36
11 H 4.47 0.14 0.10
12 H 3.29 -0.81 -0.72
13 H 3.33 -0.86 1.05
14 H 0.07 1.05 2.15
15 H 0.40 -0.19 0.99
16 H 0.17 2.32 -0.49
17 H -1.07 2.29 0.73
18 H -0.60 0.13 -1.33
19 H -1.87 1.34 -1.42
20 H -3.17 -0.13 -0.43
21 H -2.32 0.12 1.11
22 H -2.47 -3.16 0.79
23 H -0.01 -2.29 0.34
24 Pd -3.85 -1.62 -1.80



(3)
Below is C32H39N5Yb as an isolated structure at a distorted geometry, with properties calculated with ωB97M-V/def2-TZVPD.

The spin multiplicity is 2. The strongest force on any atom comes out at 3.94 eV/A. The net charge is -1. The calculation puts the HOMO-LUMO gap (spin up / spin down) at 5.232 / 5.587 eV. The LUMO energy (spin up / spin down) comes out at 0.083 / 0.083 Ha.

CARTESIAN COORDINATES (ANGSTROEM)
1 Yb -0.18 1.11 -1.05
2 N -1.65 3.31 -1.53
3 N 2.33 0.66 -1.36
4 C -1.81 -1.54 -0.32
5 C -1.89 -1.10 -1.67
6 C -2.78 0.01 -1.71
7 C -3.16 0.83 -2.87
8 H -2.83 0.38 -3.82
9 H -2.67 1.83 -2.79
10 H -4.24 1.03 -2.91
11 C -3.21 0.28 -0.39
12 C -4.10 1.39 0.00
13 H -5.06 1.34 -0.55
14 H -3.65 2.37 -0.24
15 H -4.32 1.36 1.07
16 C -2.62 -0.68 0.47
17 C -2.84 -0.74 1.93
18 H -2.61 0.22 2.41
19 H -2.21 -1.51 2.39
20 H -3.89 -0.98 2.17
21 C -1.14 -1.65 -2.83
22 H -1.67 -2.47 -3.35
23 H -0.17 -2.06 -2.51
24 H -0.95 -0.87 -3.58
25 C -1.04 -2.71 0.16
26 H -0.84 -2.64 1.23
27 H -0.07 -2.77 -0.36
28 H -1.56 -3.67 -0.02
29 C -2.09 4.32 -0.76
30 H -3.17 4.43 -0.55
31 C -1.19 5.28 -0.26
32 H -1.58 6.11 0.35
33 C 0.16 5.08 -0.57
34 H 0.88 5.65 0.03
35 C 0.50 4.20 -1.60
36 H 1.55 3.97 -1.77
37 C -0.63 3.65 -2.35
38 C -1.30 3.22 -3.66
39 H -0.83 2.22 -3.64
40 C 2.11 -0.33 -0.47
41 C 3.33 0.28 -2.22
42 H 3.55 0.81 -3.12
43 C 3.99 -0.81 -1.72
44 H 4.96 -1.25 -1.99
45 N 3.21 -1.15 -0.59
46 C 3.02 -2.39 -0.02
47 C 3.11 -3.52 -0.83
48 C 3.05 -4.75 -0.16
49 H 3.33 -5.65 -0.71
50 C 2.67 -4.78 1.20
51 C 2.68 -6.08 1.94
52 H 1.94 -6.04 2.74
53 H 3.67 -6.24 2.38
54 H 2.47 -6.90 1.25
55 C 2.31 -3.61 1.90
56 H 2.02 -3.67 2.97
57 C 2.38 -2.38 1.24
58 C 1.86 -1.14 1.93
59 H 2.54 -0.28 1.88
60 H 1.73 -1.35 3.01
61 H 0.87 -0.80 1.60
62 C 3.26 -3.42 -2.31
63 H 4.13 -2.85 -2.64
64 H 2.37 -3.00 -2.83
65 H 3.39 -4.44 -2.70
66 C -1.30 3.79 4.19
67 N -0.67 3.13 3.05
68 C 0.70 3.13 2.82
69 C 0.90 2.41 1.69
70 N -0.32 1.97 1.19
71 C -1.25 2.43 2.05
72 H -0.87 3.42 5.13
73 H -1.12 4.88 4.16
74 H -2.38 3.61 4.18
75 H 1.39 3.64 3.48
76 H 1.84 2.18 1.18
77 H -2.33 2.30 1.97



(4)
Below is C36H23N11PdS as an isolated structure, with properties calculated with ωB97M-V/def2-TZVPD.

The strongest force on any atom comes out at 0.61 eV/A. The net charge is +2. The calculation puts the HOMO-LUMO gap at 4.630 eV. The LUMO energy comes out at -0.317 Ha.

CARTESIAN COORDINATES (ANGSTROEM)
1 Pd 0.25 0.42 1.92
2 C -5.30 3.27 -0.06
3 C -5.87 2.04 0.23
4 C -5.11 1.00 0.78
5 C -3.78 1.26 1.01
6 C -2.70 0.43 1.55
7 N -1.55 1.17 1.61
8 C -1.80 2.40 1.09
9 N -0.94 3.40 0.93
10 C 0.35 3.29 1.14
11 C 1.29 4.41 0.99
12 C 1.09 5.73 0.68
13 C 2.23 6.55 0.63
14 C 3.49 6.04 0.88
15 C 3.68 4.68 1.20
16 C 2.56 3.90 1.25
17 C 2.37 2.48 1.58
18 N 3.36 1.69 1.98
19 C 3.19 0.42 2.30
20 N 2.07 -0.34 2.14
21 C 2.29 -1.56 2.74
22 N 1.43 -2.53 2.92
23 C 0.13 -2.43 2.70
24 N -0.57 -1.30 2.41
25 C -1.88 -1.62 2.26
26 N -2.87 -0.83 1.87
27 C -2.07 -3.05 2.56
28 C -3.18 -3.84 2.58
29 C -2.99 -5.20 2.88
30 C -1.72 -5.71 3.13
31 C -0.59 -4.89 3.10
32 C -0.79 -3.56 2.81
33 C 3.68 -1.63 3.18
34 C 4.41 -2.64 3.77
35 C 5.74 -2.36 4.08
36 C 6.30 -1.12 3.81
37 C 5.56 -0.10 3.21
38 C 4.25 -0.39 2.90
39 N 1.05 2.17 1.47
40 C -3.21 2.50 0.72
41 C -3.94 3.53 0.18
42 H -5.92 4.05 -0.49
43 H -6.92 1.88 0.02
44 H -5.54 0.04 1.00
45 H 0.10 6.13 0.49
46 H 2.12 7.59 0.39
47 H 4.35 6.69 0.83
48 H 4.67 4.28 1.41
49 H -4.17 -3.44 2.38
50 H -3.84 -5.86 2.91
51 H -1.61 -6.76 3.35
52 H 0.40 -5.28 3.29
53 H 3.96 -3.60 3.98
54 H 6.35 -3.13 4.54
55 H 7.34 -0.94 4.06
56 H 5.99 0.87 3.00
57 H -3.50 4.49 -0.04
58 C -3.15 -4.53 -1.62
59 C -1.68 -4.92 -1.56
60 C -0.79 -3.75 -1.27
61 N -1.06 -2.82 -0.43
62 N -0.09 -1.85 -0.34
63 C 0.93 -2.10 -1.10
64 N 2.04 -1.31 -1.10
65 S 0.75 -3.54 -2.05
66 H -3.77 -5.42 -1.75
67 H -3.34 -3.86 -2.46
68 H -3.46 -4.02 -0.71
69 H -1.36 -5.40 -2.49
70 H -1.52 -5.67 -0.77
71 H 2.19 -0.77 -0.26
72 H 2.84 -1.55 -1.66



(5)
Below is C25H30Cl2CrF2N6PS as an isolated structure, with properties calculated with ωB97M-V/def2-TZVPD.

The spin multiplicity is 2. The strongest force on any atom comes out at 0.87 eV/A. The net charge is +2. The calculation puts the HOMO-LUMO gap (spin up / spin down) at 7.777 / 7.847 eV. The LUMO energy (spin up / spin down) comes out at -0.193 / -0.195 Ha.

CARTESIAN COORDINATES (ANGSTROEM)
1 Cr 0.34 0.30 0.23
2 F 1.40 -2.01 5.04
3 C 0.49 -1.45 4.26
4 C 0.84 -1.10 2.96
5 C -0.08 -0.51 2.09
6 C -1.39 -0.30 2.57
7 C -1.69 -0.64 3.89
8 F -2.91 -0.43 4.38
9 C -0.78 -1.22 4.75
10 C -2.37 0.20 1.58
11 C -3.72 0.41 1.81
12 C -4.55 0.79 0.77
13 C -4.01 0.92 -0.50
14 C -2.65 0.71 -0.66
15 N -1.84 0.38 0.35
16 H 1.87 -1.29 2.67
17 H -1.05 -1.47 5.77
18 H -4.13 0.28 2.80
19 H -5.60 0.95 0.94
20 H -4.61 1.20 -1.35
21 H -2.20 0.82 -1.63
22 Cl 0.06 2.71 -0.59
23 C -0.16 2.67 -2.32
24 C -0.40 3.84 -3.00
25 C -0.56 3.79 -4.37
26 C -0.48 2.58 -5.04
27 C -0.24 1.41 -4.33
28 Cl -0.15 -0.09 -5.17
29 C -0.06 1.43 -2.93
30 S 0.26 -0.06 -2.07
31 H -0.46 4.78 -2.47
32 H -0.74 4.70 -4.93
33 H -0.60 2.52 -6.11
34 N 2.50 0.52 0.01
35 C 3.16 1.03 1.23
36 C 2.34 2.22 1.67
37 N 0.95 1.73 1.81
38 H 3.02 -0.23 -0.42
39 H 2.52 1.26 -0.69
40 H 4.21 1.27 1.08
41 H 3.11 0.26 2.01
42 H 2.35 3.00 0.91
43 H 2.72 2.67 2.59
44 H 0.31 2.51 1.89
45 H 0.86 1.20 2.67
46 C -1.22 -4.86 -0.84
47 N -1.10 -4.48 0.64
48 C 0.20 -5.09 1.18
49 N 1.31 -4.67 0.40
50 C 1.13 -5.05 -1.00
51 N -0.07 -4.44 -1.55
52 C 0.03 -2.99 -1.68
53 P 0.29 -2.11 -0.04
54 C -1.13 -2.99 0.84
55 C 1.64 -3.26 0.58
56 H -2.12 -4.39 -1.23
57 H -1.33 -5.94 -0.88
58 H -1.89 -4.89 1.15
59 H 0.08 -6.17 1.12
60 H 0.30 -4.78 2.22
61 H 1.05 -6.13 -1.07
62 H 2.00 -4.73 -1.57
63 H -0.86 -2.60 -2.16
64 H 0.87 -2.76 -2.35
65 H -2.08 -2.61 0.47
66 H -1.07 -2.81 1.91
67 H 1.83 -3.08 1.63
68 H 2.56 -3.04 0.03



(6)
Below is C4H4N2S as an isolated structure at a distorted geometry, with properties calculated with ωB97M-V/def2-TZVPD.

The spin multiplicity is 3. The strongest force on any atom comes out at 5.34 eV/A. The net charge is 0. The calculation puts the HOMO-LUMO gap (spin up / spin down) at 7.789 / 6.563 eV. The LUMO energy (spin up / spin down) comes out at 0.005 / -0.152 Ha.

CARTESIAN COORDINATES (ANGSTROEM)
1 C -0.23 1.59 -0.59
2 C -0.17 0.01 2.30
3 C 0.56 -0.86 -0.77
4 C -0.52 0.16 -0.65
5 N -0.04 2.70 -0.51
6 N 0.95 0.14 2.57
7 S -1.60 -0.17 1.39
8 H 1.23 -0.99 0.10
9 H 0.17 -1.82 -1.06
10 H 1.23 -0.75 -1.69
11 H -1.58 -0.02 -1.09



Q: Which value of net charge does entry 2 give?
A: +1



Q: Look up the strongest force on any atom of the sixth one.
A: 5.34 eV/A